126
Properties=species:S:1:pos:R:3:forces:R:3 method="wB97M-V/def2-TZVPD" orbital_gap_ev=8.640 total_energy_ev=-97686.532 charge=+8 relative_energy_kcal_mol=64.6
N 0.887556 -0.355250 0.673328 -2.824 0.551 -2.365
S -0.235127 -0.667234 1.721534 0.151 -0.646 6.805
O -0.472283 -2.065855 1.916151 -0.138 0.433 -0.699
O -1.293688 0.280432 1.922552 0.312 -0.583 -1.298
F 0.709469 -0.324628 3.036287 -0.225 -0.232 -0.902
S -0.213504 -0.156042 -0.625044 2.561 0.639 -4.170
O -0.673530 1.168182 -0.921718 0.300 -1.078 1.094
O -1.018301 -1.299275 -0.930529 0.023 0.509 1.295
F 0.992476 -0.356694 -1.678420 -0.210 0.278 0.308
C 2.685634 -1.576012 -6.292491 0.643 0.522 0.487
C 2.268833 -0.921925 -5.000506 -0.946 -0.337 -1.900
O 1.173954 -0.880984 -4.537753 1.062 0.274 0.484
N 3.404345 -0.161383 -4.255409 -0.125 -0.154 0.194
H 3.480946 -0.593916 -3.334351 -0.247 0.206 0.143
H 4.330874 -0.323364 -4.664558 -0.147 0.085 -0.488
C 3.127074 1.308279 -4.147126 0.313 0.792 0.526
H 3.328191 -2.421467 -6.021270 -0.254 -0.333 -0.228
H 3.339859 -0.955397 -6.914495 0.011 0.293 0.255
H 1.830706 -1.828009 -6.912905 -0.106 -0.360 0.339
H 2.189405 1.553563 -3.659356 -0.220 -0.711 -0.067
H 3.139070 1.809614 -5.110532 0.192 -0.402 -0.182
H 3.887546 1.751678 -3.507042 0.210 -0.036 -0.246
C -3.432784 -3.431395 -5.796872 -0.591 0.611 -0.397
C -3.082761 -2.004792 -5.487316 1.786 -1.724 -0.211
O -2.159991 -1.403728 -5.918614 -0.526 0.724 0.240
N -3.777916 -1.413718 -4.257228 -0.553 0.808 0.340
H -4.432098 -0.711975 -4.623701 0.063 0.154 0.051
H -4.399626 -2.092329 -3.812816 0.192 -0.286 -0.073
C -2.834945 -0.769662 -3.205678 -1.525 -0.760 -1.371
H -3.012004 -3.692823 -6.766117 -0.053 0.101 -0.039
H -4.515465 -3.569537 -5.824453 0.029 -0.277 0.087
H -2.964291 -4.085953 -5.057399 -0.175 0.066 0.200
H -3.444535 -0.787652 -2.307193 0.439 0.166 0.286
H -2.647216 0.239261 -3.553711 0.295 -0.038 0.132
H -1.962367 -1.409589 -3.186661 0.104 0.214 0.225
C -5.384772 5.208949 -1.463502 1.564 -0.159 -0.683
C -4.725403 3.942453 -0.982416 -2.310 0.324 0.548
O -5.074858 2.831463 -1.160306 0.947 -0.259 -0.073
N -3.658868 4.208893 0.128004 1.340 -1.383 -0.372
H -3.242291 5.092443 -0.161556 -0.109 0.414 0.893
H -4.111383 4.219712 1.043884 -0.148 0.712 -0.037
C -2.533854 3.178162 0.166844 0.090 0.088 -1.624
H -5.784474 5.022395 -2.458642 -0.526 -0.077 0.240
H -4.614348 5.972165 -1.612874 -0.207 0.258 0.233
H -6.123349 5.567160 -0.743851 -0.113 -0.086 -0.047
H -1.708945 3.458666 0.813309 -0.423 0.183 0.405
H -2.129808 3.153594 -0.846317 0.057 0.289 0.009
H -2.845301 2.143958 0.278041 -0.609 0.286 0.652
C 5.468738 1.852605 6.660818 0.282 0.816 0.828
C 4.695210 0.647442 7.053121 -0.313 0.448 1.439
O 4.144975 0.414246 8.064889 0.076 -0.223 -0.305
N 4.458643 -0.368896 5.911288 0.229 0.004 -1.431
H 5.074310 -0.000165 5.180173 -0.558 0.140 -0.427
H 4.878783 -1.299909 6.012360 -0.412 -0.112 1.010
C 2.961947 -0.409456 5.516511 2.106 0.073 0.173
H 5.057711 2.427790 5.828424 0.019 -0.415 -0.295
H 6.548341 1.705535 6.566292 -0.070 -0.363 -0.344
H 5.387655 2.532125 7.513777 -0.048 -0.095 0.065
H 2.685523 0.626702 5.341798 -0.230 -0.071 -0.024
H 2.426454 -0.828272 6.361809 -0.019 -0.045 -0.054
H 2.952432 -1.011526 4.612116 -0.526 -0.041 0.055
C 5.113651 1.441770 -0.510752 0.377 -0.602 0.816
C 3.733881 1.867315 -0.176416 -0.960 -0.547 -1.928
O 3.007161 2.392062 -0.960790 -0.191 0.060 1.230
N 3.106192 1.252644 1.109286 0.364 0.656 -0.441
H 2.258358 0.636771 0.922676 0.558 0.818 -0.357
H 3.825105 0.621539 1.463317 0.030 0.289 0.529
C 2.696498 2.323316 2.108138 0.008 -0.343 -0.239
H 5.868290 1.682337 0.241383 0.041 0.222 -0.098
H 5.396314 1.788455 -1.499083 0.052 0.328 0.154
H 5.084975 0.343358 -0.537829 0.093 -0.040 0.001
H 2.294650 1.745528 2.934088 0.188 0.475 0.431
H 1.914481 2.963743 1.705053 -0.070 -0.349 -0.367
H 3.536097 2.985764 2.307534 0.139 -0.323 0.398
C -0.560251 3.097375 -4.917515 0.037 0.106 0.283
C 0.576471 4.072287 -4.973088 -0.026 -0.350 0.264
O 1.696725 3.863792 -4.653909 -0.051 0.259 -0.198
N 0.191053 5.499472 -5.343322 0.267 -0.421 -0.506
H -0.653111 5.503450 -5.923932 0.012 -0.005 -0.129
H -0.078180 5.972240 -4.476941 0.207 0.261 0.025
C 1.288425 6.248610 -6.061387 0.157 1.422 -0.107
H -1.355496 3.579860 -4.342687 -0.272 -0.141 -0.287
H -0.237655 2.210478 -4.375625 0.143 0.061 0.001
H -0.914066 2.764463 -5.894946 -0.088 0.374 -0.096
H 2.187471 6.351317 -5.459946 -0.091 -0.535 0.145
H 0.930974 7.271122 -6.195531 -0.169 -0.085 -0.103
H 1.491872 5.840323 -7.048003 -0.131 -0.370 0.163
C 1.100959 -4.016369 -1.744071 -1.079 0.769 0.750
C 1.290133 -4.101846 -0.255314 -0.116 -1.514 -0.837
O 0.984150 -5.014267 0.420531 -0.060 0.602 0.572
N 2.184325 -3.016560 0.350198 0.542 0.639 0.383
H 3.004750 -2.884537 -0.244418 -0.224 -0.046 -0.358
H 1.638944 -2.121243 0.349647 0.475 -0.519 0.081
C 2.710805 -3.339798 1.716224 -0.056 -0.769 -0.001
H 2.010487 -4.453559 -2.157541 -0.232 0.062 -0.573
H 0.806725 -3.019556 -2.081842 0.943 0.283 -0.060
H 0.175874 -4.543044 -1.976499 0.493 -0.835 -0.029
H 1.845571 -3.489127 2.353783 0.188 0.294 0.260
H 3.453537 -2.610847 2.033704 -0.456 0.413 0.036
H 3.269506 -4.276590 1.693502 -0.259 -0.134 -0.310
C -3.846039 -2.349842 1.131872 0.424 -0.497 0.675
C -4.602896 -1.049958 1.057145 0.981 -0.984 -0.580
O -4.629049 -0.317858 0.128771 -0.237 0.442 0.427
N -5.460474 -0.798335 2.284593 0.660 -0.108 -0.424
H -5.910295 -1.707321 2.464947 -0.877 0.347 -0.154
H -4.830707 -0.764680 3.093187 0.027 0.438 0.003
C -6.344570 0.433265 2.215644 -0.405 -0.811 -0.202
H -3.530891 -2.636825 2.138661 -0.633 0.074 0.240
H -2.885387 -2.414173 0.623724 -0.296 0.697 -0.639
H -4.474083 -3.150376 0.730696 -0.137 0.002 0.094
H -7.093592 0.240185 2.979733 -0.013 0.755 0.140
H -6.820832 0.506644 1.240202 -0.031 -0.456 0.001
H -5.721743 1.316482 2.301578 -0.014 -0.091 0.617
C -0.565439 -5.175954 7.790421 1.723 0.100 -1.096
C -1.553438 -4.413512 6.945665 -1.218 -1.421 2.408
O -2.718141 -4.509326 7.112229 -0.004 0.424 -1.031
N -1.108100 -3.244523 6.058012 1.025 0.701 0.356
H -1.934036 -2.687513 5.824021 -0.407 -0.733 -0.393
H -0.664115 -2.558594 6.679722 0.533 -0.512 0.250
C -0.220280 -3.516436 4.841490 -0.923 0.907 1.142
H -0.599350 -4.819253 8.820691 -0.328 0.003 0.007
H 0.474560 -5.096702 7.453777 -0.033 0.438 -0.007
H -0.695203 -6.258408 7.761516 -0.819 0.098 0.078
H -0.958352 -3.711919 4.071821 0.614 -0.092 -0.502
H 0.497980 -4.315573 4.999999 -0.358 -0.235 0.266
H 0.312243 -2.570193 4.769627 0.045 -0.127 -0.868

13
Properties=species:S:1:pos:R:3:forces:R:3 method="wB97M-V/def2-TZVPD" orbital_gap_ev=8.707 total_energy_ev=-19635.328 charge=0 relative_energy_kcal_mol=84.5
S -1.047040 2.344188 -2.048610 -0.075 0.845 -0.391
C -0.419112 0.941249 -1.653995 1.051 -0.170 -0.859
C -1.012823 0.046423 -0.669839 -0.001 1.458 3.039
C 0.053935 -0.489770 0.307141 0.109 1.579 1.355
C 0.726596 0.569251 1.115318 -1.851 0.048 -0.562
N 1.540168 0.005727 1.969771 -0.043 2.163 0.040
O 1.481102 -1.317241 1.793539 -0.416 -1.166 -0.243
C 0.553533 -1.650644 0.860032 -0.072 -0.283 -1.188
H 0.485182 0.548364 -2.122296 0.033 0.202 -0.194
H -1.751676 0.815066 -0.128183 0.977 -2.538 -0.792
H -1.427137 -0.754330 -1.199809 -1.360 -1.189 -0.628
H 0.335134 1.724430 1.084176 1.750 -3.112 0.274
H 0.482139 -2.782713 0.692754 -0.103 2.163 0.151

18
Properties=species:S:1:pos:R:3:forces:R:3 method="wB97M-V/def2-TZVPD" orbital_gap_ev=9.801 total_energy_ev=-8434.968 charge=0 relative_energy_kcal_mol=58.7
C -1.521019 -0.181495 -0.616828 -4.317 -1.664 -0.390
C -0.271999 0.238860 -0.490005 0.596 -2.274 -2.770
C 0.595905 0.003494 0.671299 -2.202 -2.752 1.358
C 0.533043 0.517657 -1.783736 1.859 2.996 4.102
H -2.320742 -0.247587 -1.485831 2.732 0.883 0.672
H -2.191153 -0.768041 0.098614 1.710 1.247 0.386
H 0.698391 -1.127646 0.855115 -0.137 1.487 -0.339
H 0.104062 0.382402 1.555732 0.492 0.369 0.497
H 1.539330 0.340941 0.449821 2.261 1.183 0.165
H -0.031615 0.287736 -2.568547 -2.460 -0.097 -3.458
H 1.498045 0.035242 -1.983982 -0.201 -0.416 0.989
H 0.809055 1.610877 -1.610855 -0.333 -0.980 -1.212
O 5.281065 2.358248 1.726700 -2.007 -1.445 4.252
H 5.389002 2.795166 0.948258 0.419 2.004 -3.483
H 4.419729 2.685489 2.116061 1.581 -0.560 -0.771
O -4.702648 -2.904863 0.109196 -1.630 -1.274 -0.971
H -4.919205 -2.059747 0.426135 0.743 2.418 1.251
H -5.637817 -3.033008 -0.172071 0.893 -1.125 -0.277

17
Properties=species:S:1:pos:R:3:forces:R:3 method="wB97M-V/def2-TZVPD" orbital_gap_ev=10.326 total_energy_ev=-12588.405 charge=0 relative_energy_kcal_mol=9.4
C -0.493581 0.198786 2.023094 -0.231 -0.138 0.161
C -0.714868 1.088842 0.828441 -0.680 1.113 -0.251
O -1.049177 2.229696 0.964949 0.182 -0.277 -0.078
N -0.446983 0.522367 -0.480069 1.065 -1.264 0.230
B -0.941882 -0.814784 -0.705125 -0.434 0.057 -0.132
O -2.256332 -1.039962 -0.393858 0.411 -0.106 0.774
C 0.843292 0.902587 -0.996554 -0.153 1.053 -0.301
C 1.814037 -0.177289 -1.397309 -0.239 -0.121 -0.079
O 1.127061 2.068873 -1.102885 -0.009 -0.407 0.287
H 0.382902 0.561707 2.560894 0.052 -0.005 -0.058
H -0.363797 -0.855304 1.789731 0.056 -0.002 -0.053
H -1.350562 0.319811 2.684827 0.052 -0.032 0.032
H -0.298437 -1.724132 -1.131461 0.114 0.143 -0.083
H -2.377043 -1.962490 -0.138094 -0.317 0.054 -0.431
H 1.921082 -0.911546 -0.599529 0.082 -0.019 -0.023
H 2.763413 0.295629 -1.630434 -0.033 -0.015 0.020
H 1.440874 -0.702791 -2.276617 0.082 -0.034 -0.014